Entry 1:
48
Properties=species:S:1:pos:R:3:forces:R:3:nbo_charge:R:1 method="wB97M-V/def2-TZVPD" relative_energy_kj_mol=0.0 e_homo_ev="-10.9 / -11.5" multiplicity=3 lumo_energy_ev="-4.26 / -4.29" energy_ev=-82680.857 s2=2.019 charge=+1
W -0.8167 -0.4256 -2.0793 0.70 -0.72 0.03 0.846
O 0.6902 -5.2333 0.1980 -1.08 0.28 -0.71 -0.502
C 0.2326 -4.5650 -0.6825 1.11 0.26 0.20 0.255
S 1.3900 -3.7134 -1.8299 -1.44 0.14 -0.01 0.348
C 0.1319 -2.6974 -2.5784 0.98 0.14 -0.51 -0.406
C -1.1644 -2.9149 -2.1947 -0.22 0.08 0.10 -0.446
S -2.4981 -1.8654 -2.6192 -0.61 -0.07 -0.17 0.151
S -1.5090 -4.1569 -1.0251 0.84 -0.59 0.31 0.374
S 0.6142 -1.3825 -3.6806 -0.14 -0.30 0.75 0.094
C -0.5188 -2.9311 3.7438 2.32 0.28 2.15 -0.147
C -1.4257 -2.9694 2.7441 -0.62 -0.46 -0.86 -0.239
C -1.2386 -2.1399 1.6615 0.68 0.84 -0.16 -0.098
C -0.1260 -1.2607 1.5985 -1.44 -0.58 -0.12 -0.439
C 0.8047 -1.2371 2.6375 0.94 0.68 0.23 -0.185
C 0.6243 -2.0932 3.7236 -0.33 0.16 -0.75 -0.202
P -0.0942 -0.0990 0.2340 -0.73 0.20 0.89 1.081
C 1.5941 0.0609 -0.2648 0.23 0.18 0.51 -0.438
C 2.5105 -0.9884 -0.0816 -0.25 1.24 -1.82 -0.195
C 3.6391 -0.9550 -0.8631 1.28 0.42 0.16 -0.186
C 4.0187 0.1768 -1.6064 -0.09 0.88 0.58 -0.167
C 3.1946 1.3280 -1.5510 0.71 -1.38 -0.60 -0.210
C 1.9427 1.2033 -0.9762 0.13 1.65 -0.09 -0.142
C -0.8386 1.4972 0.7144 0.48 0.03 -0.18 -0.342
C -0.8749 2.0141 1.9952 0.06 -0.14 -0.92 -0.160
C -1.5071 3.2529 2.1398 -0.28 1.50 1.13 -0.204
C -1.9477 3.9925 1.0578 -0.39 0.22 1.01 -0.173
C -1.8917 3.5197 -0.2528 1.70 -1.10 -0.31 0.005
C -2.1562 4.2919 -1.4047 -0.29 -1.05 -0.72 -0.146
C -2.1024 3.6943 -2.6538 0.45 -1.02 1.35 -0.211
C -1.7351 2.3030 -2.7687 -0.72 0.47 -0.09 -0.152
C -1.3521 1.5361 -1.6750 -0.02 1.17 -0.98 -0.437
C -1.3178 2.2175 -0.4257 -0.83 -0.52 1.15 -0.030
H -0.6111 -3.5507 4.6285 -0.20 -0.17 -0.16 0.230
H -2.2299 -3.7051 2.7512 0.05 0.38 0.08 0.237
H -1.9777 -2.1753 0.8835 -0.05 0.24 -0.39 0.211
H 1.6865 -0.5216 2.6048 -1.18 -1.05 0.03 0.234
H 1.4056 -2.0940 4.4892 -0.62 -0.19 -0.04 0.238
H 2.3635 -1.8429 0.5091 -0.61 -0.81 0.78 0.238
H 4.3334 -1.7763 -0.7289 0.09 0.01 -0.36 0.230
H 5.0182 0.2287 -2.0692 -0.73 -0.14 0.12 0.238
H 3.4819 2.2772 -1.9945 0.08 -0.27 -0.02 0.235
H 1.3314 2.1388 -1.0186 0.10 -1.23 0.22 0.234
H -0.3784 1.5014 2.8099 -0.32 0.00 0.14 0.235
H -1.6300 3.7512 3.1398 0.31 -0.83 -1.01 0.237
H -2.3894 4.9690 1.2610 0.13 -0.18 -0.14 0.228
H -2.4406 5.3098 -1.2327 -0.22 0.46 -0.32 0.227
H -2.3712 4.2272 -3.5268 -0.14 0.51 -0.72 0.232
H -1.8648 1.8030 -3.7408 0.21 0.43 0.24 0.216

=====

Entry 2:
108
Properties=species:S:1:pos:R:3:forces:R:3:lowdin_charge:R:1 method="wB97M-V/def2-TZVPD" e_homo_ev=-8.8 multiplicity=1 lumo_energy_ev=0.36 energy_ev=-68995.002
C -4.6470 2.0102 0.5782 0.06 -0.34 0.34 -0.077
C -4.6526 1.1431 -0.6932 -0.40 0.29 -0.15 -0.219
C -3.7531 1.6188 -1.8440 -0.06 -0.03 0.15 -0.178
C -2.3686 2.1331 -1.4391 0.10 -0.08 -0.55 -0.252
C -1.5433 2.4657 -2.7019 -0.09 -0.11 0.12 -0.048
B -1.5798 1.1538 -0.5209 0.35 -0.07 -0.25 -0.537
O -0.6949 1.6428 0.4460 -0.85 0.58 0.25 0.261
B -1.1100 1.2348 1.6961 0.32 -0.27 -0.02 -0.340
O -1.4430 -0.1031 1.8265 0.11 0.15 -0.13 0.217
B -1.4115 -0.8322 0.6500 -0.35 -0.68 0.07 -0.598
P -0.7919 -2.6927 0.6062 0.24 -0.04 -0.51 0.882
O 0.4248 -2.5706 1.7058 0.06 -0.11 0.22 -0.316
O -2.0186 -3.3786 1.4722 0.04 0.36 0.20 -0.296
O -1.7276 -0.2304 -0.5433 0.03 0.42 0.35 0.266
H -4.4135 1.3900 1.4473 0.05 0.05 0.06 0.080
H -3.9122 2.8133 0.5638 0.02 0.04 -0.08 0.059
H -5.6155 2.4570 0.7953 -0.03 0.10 -0.13 0.069
H -4.4344 0.1057 -0.4419 0.20 0.01 0.02 0.102
H -5.6739 1.1282 -1.0786 -0.01 -0.12 -0.03 0.104
H -4.2602 2.4139 -2.3984 -0.01 0.05 0.00 0.119
H -3.6415 0.7875 -2.5442 0.06 0.00 -0.05 0.121
H -2.4800 3.0760 -0.9005 0.06 -0.01 0.13 0.132
H -1.5129 1.6089 -3.3757 0.06 -0.04 -0.02 0.086
H -0.5199 2.7465 -2.4537 0.03 0.07 -0.05 0.083
H -2.0124 3.2910 -3.2372 0.04 0.04 -0.06 0.082
H -1.2303 1.9873 2.6036 0.22 -0.05 0.09 0.121
H 0.1181 -2.2921 2.5784 0.00 0.20 0.05 0.059
H -1.8379 -4.3175 1.5212 -0.23 -0.43 0.00 0.037
C -6.8054 7.7950 3.3109 0.02 0.03 0.03 -0.101
O -5.6097 7.1472 3.7078 -0.07 -0.02 -0.08 -0.187
C -5.8213 5.8182 4.1566 0.15 0.10 0.07 -0.205
C -5.4455 4.8032 3.1015 -0.13 -0.14 -0.02 -0.209
O -6.2986 4.8837 1.9710 0.06 0.07 -0.01 -0.195
C -5.7027 5.5607 0.8804 -0.02 -0.01 -0.09 -0.103
H -6.5313 8.7252 2.8163 0.03 0.01 0.02 0.071
H -7.3817 7.1837 2.6127 -0.01 0.00 0.01 0.090
H -7.4216 8.0294 4.1860 -0.05 -0.02 -0.03 0.091
H -6.8650 5.6775 4.4540 -0.01 -0.02 0.00 0.127
H -5.1926 5.6613 5.0387 -0.01 -0.01 0.00 0.126
H -5.5459 3.7981 3.5239 0.01 0.01 0.00 0.126
H -4.4014 4.9427 2.8030 0.01 0.01 0.01 0.127
H -4.9153 4.9432 0.4341 0.04 0.06 -0.02 0.072
H -5.2809 6.5225 1.1815 -0.01 0.00 0.02 0.074
H -6.4735 5.7359 0.1317 -0.04 -0.04 0.03 0.096
C 5.6200 -1.0577 3.7298 -0.02 -0.03 0.01 -0.113
O 4.3559 -1.6459 3.4913 0.06 0.03 -0.05 -0.187
C 3.5093 -0.8547 2.6725 -0.09 -0.12 0.13 -0.204
C 3.4671 -1.3580 1.2489 0.04 0.15 -0.19 -0.210
O 4.7183 -1.1950 0.5977 0.04 -0.05 0.10 -0.184
C 5.4625 -2.3943 0.5089 0.03 0.01 -0.03 -0.117
H 6.2436 -1.8100 4.2100 -0.02 -0.01 0.02 0.088
H 6.0978 -0.7392 2.8000 0.00 0.02 0.00 0.084
H 5.5286 -0.1964 4.4011 0.02 0.02 -0.03 0.088
H 3.8276 0.1926 2.6903 0.01 0.01 -0.01 0.127
H 2.5011 -0.9112 3.0951 -0.01 0.02 -0.02 0.116
H 2.7302 -0.7725 0.6903 -0.03 -0.03 0.02 0.123
H 3.1492 -2.4033 1.2274 -0.01 -0.01 0.02 0.117
H 5.0051 -3.0832 -0.2103 0.01 -0.05 0.03 0.086
H 5.5455 -2.8888 1.4809 -0.02 -0.02 -0.01 0.084
H 6.4605 -2.1384 0.1562 -0.02 0.02 -0.04 0.092
C 6.1694 -5.7078 -2.5227 -0.04 -0.04 0.03 -0.103
O 7.1818 -5.1605 -1.6965 -0.01 -0.08 0.00 -0.190
C 7.1776 -5.6975 -0.3842 0.09 0.25 -0.06 -0.209
C 8.2474 -6.7501 -0.2027 -0.10 -0.18 0.10 -0.199
O 7.9787 -7.9075 -0.9787 0.03 0.02 -0.03 -0.203
C 8.7418 -7.9865 -2.1682 -0.02 -0.02 0.00 -0.104
H 6.3512 -5.3705 -3.5415 0.03 0.05 0.02 0.092
H 6.1768 -6.8002 -2.5003 -0.05 0.00 -0.02 0.071
H 5.1832 -5.3498 -2.2037 -0.02 -0.04 -0.03 0.084
H 6.1952 -6.1164 -0.1422 -0.01 -0.02 0.00 0.128
H 7.3727 -4.8679 0.3037 0.00 -0.05 0.05 0.119
H 8.2657 -7.0601 0.8470 0.02 0.03 0.00 0.126
H 9.2284 -6.3342 -0.4516 0.00 0.00 -0.03 0.127
H 9.7916 -8.2035 -1.9428 0.01 0.03 -0.02 0.089
H 8.6805 -7.0620 -2.7473 0.02 0.00 0.00 0.086
H 8.3338 -8.8029 -2.7621 -0.01 -0.02 0.02 0.089
C 2.9683 -11.7554 -3.1957 -0.01 -0.01 0.03 -0.114
O 3.2800 -11.5082 -1.8384 0.00 0.04 -0.06 -0.189
C 4.6464 -11.1941 -1.6188 -0.11 -0.07 0.12 -0.203
C 4.8622 -9.7108 -1.4305 0.21 0.08 -0.05 -0.201
O 4.5862 -8.9835 -2.6184 -0.12 -0.06 -0.07 -0.202
C 3.3312 -8.3309 -2.6106 0.08 0.12 0.01 -0.112
H 1.8840 -11.8100 -3.2759 -0.01 -0.02 0.02 0.088
H 3.3339 -10.9560 -3.8453 0.01 -0.01 -0.01 0.083
H 3.3937 -12.7098 -3.5254 0.02 0.02 -0.03 0.088
H 5.2618 -11.5587 -2.4473 0.01 0.01 -0.01 0.126
H 4.9600 -11.7144 -0.7086 0.02 0.01 -0.01 0.126
H 5.9110 -9.5296 -1.1741 -0.03 0.01 0.03 0.115
H 4.2437 -9.3450 -0.6045 -0.03 -0.01 0.00 0.129
H 3.3473 -7.4893 -1.9084 -0.08 0.00 0.01 0.084
H 2.5099 -9.0013 -2.3454 0.05 -0.06 0.03 0.085
H 3.1572 -7.9442 -3.6136 0.04 0.01 -0.01 0.091
C -5.1083 11.5821 -2.4479 0.01 0.03 0.01 -0.111
O -5.5683 12.2251 -1.2743 0.02 -0.08 -0.01 -0.188
C -6.8561 11.7998 -0.8619 0.06 0.17 0.03 -0.207
C -6.7831 10.8236 0.2899 -0.11 -0.15 -0.01 -0.211
O -6.1843 9.5969 -0.0949 0.07 0.02 -0.04 -0.197
C -4.8351 9.4744 0.3161 -0.01 -0.04 0.05 -0.111
H -4.0597 11.8458 -2.5731 0.00 0.03 0.00 0.089
H -5.1964 10.4954 -2.3728 -0.01 0.00 -0.01 0.083
H -5.6654 11.9289 -3.3251 -0.01 -0.04 -0.01 0.089
H -7.3995 11.3499 -1.6987 -0.01 -0.02 0.00 0.127
H -7.4071 12.6881 -0.5376 -0.02 -0.02 0.00 0.126
H -7.7999 10.6003 0.6288 0.00 0.02 0.01 0.125
H -6.2372 11.2727 1.1258 0.01 0.02 0.00 0.128
H -4.7775 9.3334 1.4012 0.09 0.03 0.00 0.080
H -4.2415 10.3466 0.0320 -0.02 0.02 0.01 0.086
H -4.4195 8.5936 -0.1712 -0.05 -0.02 -0.01 0.087

=====

Entry 3:
9
Properties=species:S:1:pos:R:3:forces:R:3:nbo_charge:R:1 method="wB97M-V/def2-TZVPD" relative_energy_kj_mol=760.3 e_homo_ev="-9.9 / -8.7" multiplicity=1 lumo_energy_ev="-1.10 / -2.74" energy_ev=-5238.315
C -0.0227 0.9305 -0.2744 1.79 0.10 -0.98 0.125
C 0.0871 -1.1433 1.1508 -0.77 4.07 0.19 -0.231
C 1.1340 -1.7754 0.9832 1.38 -1.57 -0.04 0.108
C 0.2564 0.2308 -1.3174 0.10 1.19 -6.49 -0.547
C -0.2908 0.5063 1.0119 -2.33 -5.94 1.75 -0.526
H 0.8037 -0.5459 -2.0215 -0.63 0.85 3.03 0.283
H -0.1917 0.8182 -2.2430 0.46 -0.54 1.35 0.225
H -0.4820 0.8168 2.0085 0.86 1.48 0.46 0.273
H -1.2940 0.1620 0.7019 -0.87 0.35 0.72 0.290

=====

Entry 4:
43
Properties=species:S:1:pos:R:3:forces:R:3:nbo_charge:R:1 method="wB97M-V/def2-TZVPD" relative_energy_kj_mol=0.0 e_homo_ev="-7.7 / -10.8" multiplicity=2 lumo_energy_ev="-2.62 / -2.64" energy_ev=-23981.483 s2=0.768 charge=+1
C 3.6918 -0.1163 -0.1365 0.06 -1.77 0.53 -0.667
C 2.5569 -0.1330 -1.1628 1.71 0.44 -0.73 -0.048
C 1.8681 -1.4744 -1.2842 -0.67 -0.78 0.16 -0.440
C 1.2971 -1.9279 0.0373 -0.53 -0.32 -0.74 -0.380
C -0.0122 -2.2496 0.1672 -0.92 1.30 0.33 0.030
N -0.6250 -2.3691 1.3870 1.64 -0.26 -0.09 -0.556
C -1.9070 -2.6885 1.6700 -0.35 -0.93 -0.53 -0.221
N 1.6126 1.0009 -1.0149 -0.23 0.02 0.79 -0.698
H 4.5362 0.5223 -0.3811 -0.30 0.44 0.20 0.231
H 4.0982 -1.1348 -0.1878 0.26 0.10 -0.44 0.245
H 3.4378 -0.1715 0.9267 -0.40 0.95 -0.10 0.244
H 3.1000 0.1448 -2.0756 -0.40 -0.45 -0.28 0.207
H 2.5241 -2.2546 -1.6865 0.56 0.48 0.09 0.233
H 1.0855 -1.4411 -2.0530 -0.15 0.26 0.22 0.210
H 1.9508 -2.1036 0.8794 0.16 0.21 0.04 0.217
H -0.7345 -2.1524 -0.6439 0.28 -0.22 -0.19 0.182
H 0.0759 -2.2047 2.0999 -0.64 -0.04 0.60 0.421
H -2.5823 -2.8006 0.8396 0.05 -0.01 -0.05 0.166
H -2.2842 -2.7751 2.6647 0.30 0.12 0.31 0.196
H 1.0369 0.9796 -0.1701 -0.14 -0.52 -0.09 0.444
H 2.1292 1.8613 -0.8354 0.05 0.07 -0.46 0.424
H 0.9444 1.1677 -1.8174 0.44 0.15 0.37 0.477
H -3.6719 -1.4379 -2.2363 -0.10 -0.25 -0.09 0.497
H -2.3520 -1.4273 -3.0620 -0.21 -0.13 -0.02 0.494
O -2.8511 -0.9646 -2.3809 0.28 0.33 0.00 -0.966
H -1.1578 1.9896 3.9940 -0.10 -0.12 -0.03 0.478
H 0.1725 2.6216 4.3211 0.16 0.20 0.12 0.476
O -0.2672 2.0988 3.6491 -0.02 -0.05 -0.06 -0.953
H -0.9879 2.3494 -0.1708 0.05 -0.02 -0.03 0.493
H -0.1084 3.5764 -0.2551 0.06 0.47 -0.05 0.484
O -0.1093 2.6782 0.0662 -0.39 -0.28 0.32 -0.970
H -2.7661 0.8435 -2.2903 0.40 -0.22 0.34 0.520
H -3.2573 2.2474 -2.0158 0.20 0.21 0.09 0.489
O -2.4597 1.7071 -1.9376 -0.85 0.05 -0.20 -0.991
H 0.2697 2.7781 -3.3493 -0.08 -0.06 -0.11 0.491
H -1.0228 2.1047 -2.7274 0.33 -0.09 0.12 0.519
O -0.0435 2.0370 -2.8226 -0.06 0.15 -0.51 -0.996
H 1.3167 -0.0888 3.7222 -0.13 0.18 0.09 0.486
H 1.0158 0.3884 2.3035 -0.24 0.22 0.22 0.477
O 1.1917 -0.3986 2.8229 0.34 -0.47 -0.19 -0.957
H -4.2950 -0.5474 1.7664 0.04 -0.10 0.11 0.471
H -3.0859 0.3268 1.5506 0.13 0.04 0.03 0.464
O -3.3308 -0.5620 1.8295 -0.58 0.71 -0.11 -0.928

=====

Max |F| values (in eV/Å) by entry order: 3.2; 1.1; 6.6; 1.9.